1.
Here is a structure of composition C23H36EuP2 from the Open Molecules 2025 dataset. Energies are from ωB97M-V/def2-TZVPD.

XYZ file:
```
62
Properties=species:S:1:pos:R:3:forces:R:3:mulliken_spin:R:1
C 0.930776 1.720028 4.333660 0.04 0.05 1.66 -0.0094
C 0.973648 2.630598 6.595604 -0.21 -0.55 -0.54 -0.0003
C 1.891974 -2.585473 -2.252210 0.74 -0.38 -0.47 0.0079
H -1.506972 -2.408473 -3.933083 0.40 0.13 0.31 0.0001
H -0.561721 -3.747397 -3.267080 0.16 0.44 -0.06 -0.0001
H 4.023005 -1.896153 1.697948 0.38 0.11 0.66 -0.0003
H 0.208049 -0.300363 4.108732 0.00 0.58 0.43 -0.0001
H -1.335425 2.602619 -2.450929 0.18 -0.39 -0.13 -0.0011
H 0.095086 -2.773764 -4.613468 -0.03 -0.06 0.08 0.0000
C -3.796785 -2.133494 -1.745059 -1.52 0.86 -0.84 -0.0001
H 1.776609 -0.672604 -4.018334 -0.06 0.52 -0.53 -0.0004
C -0.418573 2.935678 -1.972855 -0.37 0.40 0.20 -0.0016
Eu 2.731868 0.301126 0.172516 0.55 -0.55 1.30 7.0429
H -1.458157 0.589573 0.889963 -0.48 -1.08 0.11 0.0011
C 0.012999 0.400869 6.155215 0.29 0.62 0.01 -0.0003
H -4.436593 -2.230501 -0.836622 0.18 0.00 -0.70 0.0000
C 0.356616 0.530864 4.817994 -0.14 -0.26 0.22 0.0004
H -0.851919 -1.796634 1.208040 -0.48 -0.13 -0.24 0.0009
H 1.836010 -3.298976 -1.429733 -0.04 0.06 0.01 -0.0008
H 2.037693 -3.123092 -3.186417 0.46 -0.26 -0.03 0.0010
H 2.838846 3.106996 -0.976379 -0.15 0.22 -0.20 0.0011
H 0.171515 0.031225 -4.223367 -0.02 0.23 0.24 0.0019
H -4.279113 -0.465804 -3.193507 -0.29 -0.39 0.57 0.0000
H 1.870909 3.002038 0.536176 0.08 -0.08 -0.58 -0.0010
P 0.395081 -1.615691 -2.430443 -1.73 0.40 -0.71 0.0011
H 0.082804 -1.035638 -0.026947 -1.07 -0.46 -0.07 0.0123
H -2.161942 0.522513 -3.161608 -1.09 0.48 0.76 -0.0003
C -0.483171 -2.729187 -3.680748 0.45 0.40 -0.19 0.0006
H -2.466852 -3.831211 -1.885662 -0.40 0.21 0.02 0.0005
H 1.874755 3.636900 4.901278 -0.43 -0.53 -0.03 -0.0003
H -0.413492 -0.535574 6.523527 0.02 0.44 -0.03 0.0000
C 1.528072 1.021770 -2.740643 0.53 0.47 0.27 0.0204
H -4.481610 -0.185019 -1.400639 -0.06 0.35 -0.79 0.0000
C -1.912811 -0.190270 0.226633 -0.32 0.28 0.98 -0.0028
C 1.304048 2.758856 5.239209 -0.17 -0.47 -0.07 0.0003
C 3.885977 -0.907270 2.180149 -0.53 0.30 -1.24 -0.0327
H -0.701018 -3.464597 -0.614885 -0.59 0.93 -0.61 -0.0001
C -2.113682 0.577842 -1.033001 0.80 0.86 -0.26 -0.0007
C -1.361320 -2.566355 -0.783697 -1.66 -0.14 1.19 -0.0002
H 2.558699 0.727059 -2.398668 -0.46 0.39 -0.65 0.0004
H 1.603253 1.874811 -3.431124 0.49 -0.33 0.04 -0.0007
C -0.954548 -1.418874 0.176840 -0.11 0.47 -0.04 -0.0118
H 1.281939 3.396342 7.325434 -0.34 -0.42 -0.47 0.0000
C -2.542275 -2.821661 -1.468730 3.95 -0.97 1.43 0.0023
H 1.257085 3.974400 -0.776308 0.63 0.15 -0.19 -0.0009
C 0.943857 -0.193328 -3.485332 0.81 -0.87 -0.15 -0.0113
H 3.037206 -0.947307 2.868860 0.02 -0.10 0.06 -0.0008
H -0.733900 3.629301 -1.174807 0.08 -0.21 -0.27 0.0015
C -3.838134 -0.599116 -2.191583 -1.05 -2.67 0.37 0.0003
H -1.861074 1.639086 -0.925867 0.85 -0.94 -0.36 0.0002
C 1.822399 3.066051 -0.565613 0.54 0.30 -0.06 0.0051
H 0.160595 3.493026 -2.698234 0.13 0.31 -0.18 0.0002
C 1.333297 1.523343 1.729768 -0.47 -0.20 3.29 0.0604
H 2.749654 -1.930373 -2.102813 0.23 0.00 0.09 0.0013
H 4.756503 -0.500520 2.699510 0.06 -0.40 -0.15 -0.0004
C 0.272288 1.482485 7.009839 0.06 0.00 0.51 0.0000
H -2.862536 -0.557503 0.633059 -0.08 0.15 0.29 0.0002
P 0.719664 1.713288 -1.175372 -1.36 0.01 -1.10 -0.0037
C 1.156941 1.690958 2.954906 0.77 0.29 -3.48 -0.0827
H -4.274610 -2.687520 -2.575857 -0.05 0.08 0.64 -0.0001
H -0.064246 1.417385 8.046475 0.25 -0.02 -0.20 0.0000
C -2.607225 0.152711 -2.203693 1.63 1.38 -0.10 0.0003
```
Positions in Å, forces in eV/Å.

## Properties
energy relative to the best compared isomer or geometry (same formula, charge and spin)	0.00	kcal/mol
lowest unoccupied orbital energy (spin up / spin down)	-0.290 / -0.268	eV
total energy	-2290.63396	a.u.
2S+1	8

2.
Here is a cluster of 3 separate species, C2H11N2O2 in total from the Open Molecules 2025 dataset. Energies are from ωB97M-V/def2-TZVPD.

XYZ file:
```
17
Properties=species:S:1:pos:R:3:forces:R:3:nbo_charge:R:1
N -0.656319 -0.823147 -0.208418 1.04 0.31 0.19 -0.6847
H -1.320464 -0.879306 0.568090 -0.34 -0.26 -0.02 0.4682
O -1.854793 -1.862765 2.063509 -0.05 0.17 0.13 -0.9821
N 0.279740 2.742805 0.277787 -1.20 -1.79 -0.03 -0.7781
C -0.368649 1.544563 0.144867 1.01 0.17 -0.20 0.0526
H -1.103816 -0.937977 -1.112613 -0.13 0.09 -0.16 0.4318
H 1.210031 2.754108 -0.088418 0.18 0.90 0.18 0.4103
H 2.937015 -1.261148 -2.994045 -0.14 -0.11 0.04 0.4891
H -0.315405 3.512391 0.502766 0.59 0.68 -0.22 0.4182
H -2.048630 -1.260357 2.792142 -0.01 -0.17 0.06 0.4965
O 2.433821 -0.963368 -2.226043 0.09 0.17 0.06 -0.9574
H 1.253100 0.106735 -0.223009 0.60 0.25 -0.03 0.2266
H -2.155794 -2.732989 2.355294 0.01 0.12 -0.08 0.5081
H -0.045878 -1.622916 -0.067612 -0.08 -0.36 -0.10 0.4439
C 0.234868 0.373162 -0.087889 -1.45 -0.30 -0.06 -0.2182
H 2.970147 -0.240890 -1.879721 0.02 -0.06 -0.05 0.4704
H -1.448973 1.551099 0.183314 -0.14 0.19 0.29 0.2050
```
Positions in Å, forces in eV/Å.

## Properties
total charge	+1
energy relative to the best compared isomer or geometry (same formula, charge and spin)	31.74	kcal/mol
lowest unoccupied orbital energy	-2.875	eV
total energy	-342.53787	a.u.
2S+1	1

3.
Here is a cluster of 2 separate species, CF4OS in total from the Open Molecules 2025 dataset. Energies are from ωB97M-V/def2-TZVPD.

XYZ file:
```
7
Properties=species:S:1:pos:R:3:forces:R:3:nbo_charge:R:1
O -2.096382 -1.534088 -0.172199 0.39 -0.49 0.14 -0.8314
F -2.948756 0.476927 -1.353965 0.17 -1.12 2.41 -0.5306
C 2.709546 0.134163 -0.195294 -0.53 -0.14 -0.01 0.6584
F -1.645814 0.733906 0.643406 -0.42 -0.62 -0.17 -0.4869
S -2.747360 -0.337210 0.175568 -0.12 2.24 -2.38 1.8494
F 1.457418 -0.282497 -0.331802 1.01 0.58 0.54 -0.3331
F 2.763077 0.795698 0.934345 -0.50 -0.44 -0.52 -0.3260
```
Positions in Å, forces in eV/Å.

## Properties
energy relative to the best compared isomer or geometry (same formula, charge and spin)	33.46	kcal/mol
lowest unoccupied orbital energy	-0.088	eV
total energy	-910.90225	a.u.
2S+1	1

4.
Here is a cluster of 2 separate species, C9H21NO3Si in total from the Open Molecules 2025 dataset. Energies are from ωB97M-V/def2-TZVPD.

XYZ file:
```
35
Properties=species:S:1:pos:R:3:forces:R:3:nbo_charge:R:1
C 1.286220 2.256048 -0.464353 -0.82 -0.97 4.77 -0.6385
O -1.687538 -2.148255 0.648017 -0.45 -0.10 0.25 -0.5276
O -1.700210 1.161871 1.199003 2.38 -3.09 -4.55 -1.0754
H 3.008352 -2.552256 -0.693674 1.83 1.14 0.12 0.2034
O -1.566241 -0.442194 -0.793165 -0.05 -0.51 -1.24 -0.7235
H -4.785276 0.463937 1.144550 -2.64 3.18 2.40 0.2182
H -4.814570 -0.646410 -0.107308 -1.50 -0.17 -2.48 0.2395
Si -2.629250 0.526906 0.015062 -2.18 0.41 -0.13 2.0306
C 0.237852 -1.708979 -0.465851 -0.36 -0.06 0.15 0.0010
N -0.994115 -1.543993 -0.182993 -0.28 0.01 1.34 0.3755
H -2.015462 1.626112 1.864776 -2.31 3.30 4.86 0.4870
H 0.564623 1.631444 -0.868504 -2.08 -0.57 -0.87 0.2187
H 1.952237 -3.279557 -1.659752 -1.66 0.17 -2.74 0.2088
C 2.209145 1.315481 0.330708 0.13 1.61 2.29 0.0523
H -2.193744 2.303854 -1.528737 0.47 0.71 -0.96 0.2386
C 1.116403 -2.610603 0.290703 0.39 -2.15 -1.51 -0.4595
H 2.557523 0.005494 2.045449 0.87 0.25 -0.05 0.1905
C 2.189660 -3.191713 -0.672418 0.81 -1.12 2.43 -0.6028
H -4.154097 -1.120217 1.187072 0.68 -0.54 1.41 0.2596
H 0.487829 -1.046503 -1.242260 1.15 0.54 -0.71 0.2105
H 3.744312 2.674258 -0.284039 0.28 1.32 -0.88 0.2084
H 0.883980 3.050555 0.261721 0.21 -1.25 -1.19 0.2243
H 2.592410 -4.230216 -0.512517 -0.53 0.97 0.84 0.2114
H -3.533924 1.166549 -2.162943 0.53 -0.09 -0.78 0.2452
H 1.812509 2.719256 -1.184518 1.74 1.56 -2.59 0.1993
C -4.270160 -0.213517 0.650015 4.46 -2.20 -1.48 -1.1165
H 0.638891 -3.509463 0.658936 -0.94 0.24 0.23 0.2411
H -3.973916 2.402328 -1.044553 1.49 -0.55 -0.19 0.2344
C 3.645485 1.707837 0.096186 -0.38 -3.88 -1.14 -0.6461
H 1.497956 -2.105925 1.158830 0.56 0.30 0.26 0.2344
H 0.901626 0.475389 1.781406 -1.35 0.01 -0.03 0.2021
H 4.118912 1.624689 1.018018 1.28 -0.01 1.50 0.2143
H 4.067391 0.875549 -0.560064 0.02 1.48 0.35 0.2136
C 1.894130 0.609232 1.453098 0.08 0.46 -2.16 -0.4402
C -3.088937 1.753001 -1.375909 -1.84 -0.40 2.47 -1.1327
```
Positions in Å, forces in eV/Å.

## Properties
SMILES	CC/C=[N+](\[O-])O[Si](C)(C)O.C=C(C)C
energy relative to the best compared isomer or geometry (same formula, charge and spin)	107.76	kcal/mol
lowest unoccupied orbital energy	0.654	eV
total energy	-925.37646	a.u.
2S+1	1